No. 1
{"formula": "C5H4O3", "method": "wB97M-V/def2-TZVPD", "elements": ["O", "C", "O", "C", "C", "C", "C", "O", "H", "H", "H", "H"], "positions_angstrom": [[-1.98573, 0.19366, -0.31334], [-1.72760, -0.96938, -0.72316], [-0.43045, -1.37686, -0.68229], [0.53843, -0.42115, -0.18185], [1.20925, -0.61936, 0.95770], [1.58560, 0.74209, 1.27728], [0.90165, 1.63619, 0.39244], [0.31780, 0.85114, -0.64441], [-2.28608, -1.79294, -1.43030], [1.33708, -1.48255, 1.66148], [1.96455, 1.05340, 2.31454], [0.72757, 2.66822, 0.24008]], "forces_ev_per_angstrom": [[-1.1839, -5.2173, -1.4278], [0.3862, 3.6644, -0.5307], [1.3145, 0.2307, -0.2467], [-3.8239, -1.5233, -1.4029], [0.8127, 1.2767, 0.7015], [-1.6304, 2.9105, 1.0546], [1.4911, -3.9250, 0.1192], [2.0960, -0.7929, 2.8222], [0.6732, 2.1484, 2.1703], [-0.2188, 0.8816, -1.4137], [-0.2829, -0.3989, -2.0256], [0.3663, 0.7451, 0.1795]], "homo_ev": -8.84, "total_charge": 0, "molar_mass_da": 112.1, "lumo_ev": 0.78, "e_above_lowest_kj_mol": 301.4, "e_tot_ev": -11389.2444, "smiles": "O=COc1ccco1"}

No. 2
{"formula": "C3H3ClF2", "method": "wB97M-V/def2-TZVPD", "elements": ["C", "C", "C", "F", "F", "Cl", "H", "H", "H"], "positions_angstrom": [[0.85591, 0.15639, -0.13338], [-0.16580, 0.88868, 0.11167], [-3.25648, -0.20988, 0.01667], [-3.14179, -0.70482, -1.22449], [-3.41743, -1.25455, 0.83802], [-4.66100, 0.85890, 0.11093], [1.74524, 0.63123, -0.53190], [0.98089, -0.90762, 0.00122], [-2.31898, 0.32918, 0.27729]], "forces_ev_per_angstrom": [[0.5809, -0.2613, -0.1502], [-0.1231, 0.0414, 0.0830], [0.7815, 0.3333, 0.0881], [-0.0878, 0.0508, -0.2506], [-0.1672, -0.1540, 0.2929], [0.1595, -0.0989, 0.0043], [0.0587, 0.4123, -0.0971], [-0.3682, -0.1997, 0.1652], [-0.8343, -0.1240, -0.1355]], "homo_ev": -11.28, "total_charge": 0, "molar_mass_da": 112.5, "lumo_ev": -0.95, "e_above_lowest_kj_mol": 348.1, "e_tot_ev": -21112.9479}

No. 3
{"formula": "C3H6ClN", "method": "wB97M-V/def2-TZVPD", "elements": ["N", "C", "Cl", "C", "C", "H", "H", "H", "H", "H", "H"], "positions_angstrom": [[0.13770, 1.64503, 0.21483], [0.50328, -0.00517, 0.10423], [2.15456, -0.22385, 0.31203], [-0.34520, -0.79812, -0.76050], [-0.49810, -0.86260, 0.76598], [-0.36009, 1.87408, -0.60493], [1.04423, 2.16515, 0.31661], [0.04265, -1.49719, -1.45611], [-1.10390, -0.16583, -1.07027], [-1.37443, -0.32816, 1.03531], [-0.20069, -1.80334, 1.14283]], "forces_ev_per_angstrom": [[2.1490, -3.5043, 1.4636], [-1.3783, 4.7899, 1.0427], [1.6872, -0.5411, 0.0929], [0.1550, 0.5623, 0.4475], [0.5178, -0.3317, -1.5793], [-0.1840, 0.5056, -1.2397], [-1.3492, -0.7688, -0.5403], [0.2031, -0.8398, -0.1021], [-1.4389, 0.7380, -1.5442], [-0.5248, -0.1029, 0.8970], [0.1632, -0.5073, 1.0620]], "homo_ev": -9.46, "total_charge": 0, "molar_mass_da": 91.5, "lumo_ev": 1.00, "e_above_lowest_kj_mol": 129.2, "e_tot_ev": -17218.7525, "smiles": "NC1(Cl)CC1"}

No. 4
{"formula": "C26H37ClHoN2O2", "method": "wB97M-V/def2-TZVPD", "elements": ["Ho", "Cl", "N", "N", "C", "C", "C", "C", "C", "C", "H", "H", "H", "H", "H", "H", "C", "C", "C", "C", "H", "H", "H", "H", "H", "H", "O", "H", "H", "O", "H", "H", "C", "C", "C", "H", "H", "C", "C", "H", "C", "C", "C", "C", "H", "C", "H", "H", "H", "H", "H", "H", "H", "H", "C", "C", "C", "C", "C", "C", "H", "H", "H", "H", "H", "H", "H", "H", "H"], "positions_angstrom": [[0.07064, -0.58996, 0.07806], [0.66144, -2.69365, -1.00493], [-2.16031, -0.43155, -0.38127], [2.05133, 0.23398, 0.85153], [-2.88790, 0.44024, -1.09193], [2.75378, 1.34627, 0.59433], [-3.15418, -1.42237, 0.21933], [-4.42146, -0.62753, 0.20107], [-2.92466, -1.73158, 1.67538], [-3.06070, -2.66471, -0.65720], [-2.64729, -0.85531, 2.25518], [-2.02224, -2.37234, 1.73385], [-3.59036, -2.44583, 2.13655], [-3.36060, -2.36809, -1.65761], [-3.69359, -3.45269, -0.26063], [-2.02014, -3.00892, -0.71480], [2.80391, -0.51107, 1.94914], [3.60176, 0.59605, 2.56669], [3.55542, -1.62639, 1.23756], [1.94689, -1.02911, 3.06215], [1.15859, -0.34474, 3.33655], [2.43628, -1.54329, 3.86204], [1.47029, -1.93675, 2.69545], [4.23686, -1.15464, 0.53417], [2.85250, -2.24356, 0.66378], [4.08272, -2.23786, 1.96394], [3.69289, 1.64003, 1.49415], [4.58531, 0.29063, 2.91439], [3.04026, 1.03805, 3.39721], [-4.20096, 0.39835, -0.86121], [-4.52438, -0.09618, 1.15416], [-5.30822, -1.22841, 0.02059], [-2.31511, 1.46417, -2.06815], [2.51537, 2.27935, -0.59332], [1.09855, 2.78502, -0.91388], [2.82009, 1.68548, -1.47079], [3.24314, 3.07766, -0.47780], [0.11424, 1.75360, -1.31900], [-1.18401, 2.40281, -1.61653], [0.43118, 0.44202, -1.67834], [-1.38320, 3.82005, -1.72665], [-0.34968, 4.72819, -1.43540], [-2.67251, 4.38567, -2.29864], [0.88853, 4.20180, -1.02595], [-0.47772, 5.81939, -1.61669], [2.03899, 5.17950, -0.84785], [1.71970, 6.21441, -0.98798], [2.83069, 4.98686, -1.58388], [2.50395, 5.09797, 0.14048], [-2.82700, 4.03737, -3.32853], [-2.65843, 5.47722, -2.33072], [-3.55299, 4.07268, -1.72718], [-3.17404, 1.98522, -2.47994], [-1.88554, 0.85570, -2.88029], [0.15071, -4.92671, 3.50143], [0.08242, -4.76446, 2.00403], [1.32171, -5.17199, 1.28310], [-1.19882, -5.26162, 1.40264], [0.13841, -3.39900, 1.70894], [-0.30381, -2.24547, 1.84958], [0.22058, -6.00231, 3.53965], [-0.74713, -4.63810, 4.06012], [1.05831, -4.52630, 3.96599], [1.31973, -6.21926, 1.49198], [1.25590, -4.99421, 0.21078], [2.22510, -4.71289, 1.69423], [-2.11601, -4.97889, 1.93526], [-1.28762, -5.09439, 0.32303], [-1.05465, -6.31512, 1.56207]], "forces_ev_per_angstrom": [[-0.1381, 0.6119, -0.2485], [0.6541, -1.1023, -1.8198], [-2.5878, 1.2648, -1.0971], [2.2808, 2.0072, 0.4277], [2.1692, -0.6744, 1.8156], [-2.5264, -1.4838, 0.4086], [0.6395, 0.4905, 0.3240], [0.0450, 1.0495, -0.9233], [1.7950, -1.4163, -0.0298], [-0.0831, 0.4398, 0.0645], [-0.5065, 0.0126, 0.2391], [-0.5822, 0.5854, -0.0756], [-1.2536, 0.4410, 0.0889], [-0.1735, -0.2817, -0.3011], [-0.1681, -0.2262, -0.0747], [-0.2590, 0.0925, 0.1460], [-0.4187, 0.5768, -0.2177], [0.2712, 1.2031, -0.9077], [-0.0612, 0.4194, 0.0507], [-0.9039, -1.7521, -0.9692], [-0.0242, 0.1635, 0.4632], [1.1135, 0.7183, 1.0667], [-0.4075, 0.5372, -0.1497], [0.3293, -0.2222, -0.1205], [0.1189, 0.1068, 0.2125], [0.2409, -0.1729, 0.0219], [0.7170, -0.5587, 0.4448], [0.2341, 0.2591, -0.2516], [0.1753, 0.1356, -0.2351], [-0.7649, -0.6856, -0.0228], [-0.1019, 0.1250, -0.3417], [-0.1697, 0.2219, -0.4042], [-0.3039, -0.4598, 0.4720], [0.1477, -0.3967, 0.5953], [0.2737, 0.4085, -0.5156], [0.0921, -0.2255, -0.1160], [-0.0612, 0.1124, -0.0329], [-1.2719, 0.2644, 3.8614], [-0.0453, 0.3476, -0.6230], [0.1260, 2.3375, -1.6659], [0.1784, -1.6402, -0.3960], [0.0848, -0.1821, -0.1879], [-0.1357, -0.2970, 0.1066], [0.5915, -1.5843, -0.2866], [0.0950, -0.9570, 0.2283], [0.1355, -0.2619, 0.1901], [-0.1315, -0.1055, 0.0685], [-0.1023, 0.0297, 0.0640], [-0.0470, 0.0752, -0.0487], [0.0371, 0.0510, 0.1098], [0.0903, -0.0669, 0.1352], [0.0456, 0.0923, -0.0229], [0.0035, 0.1508, 0.0052], [0.0879, -0.2348, -0.1254], [0.1464, -1.3727, 0.1571], [0.3053, 2.4886, -0.6767], [0.4794, -2.1826, 0.0380], [-0.0737, -1.6320, 0.0150], [-2.8890, 5.2485, 1.9159], [1.8412, -0.4171, -0.8051], [0.0987, -0.8709, 0.9501], [0.2110, 0.2816, -0.4008], [-0.2511, 0.1804, -0.2718], [1.0274, -1.4651, -0.3799], [-0.0062, 0.0670, 0.1411], [-0.2255, 0.0121, -0.0265], [0.4041, 0.3088, -0.1137], [0.1260, 0.2274, 0.3401], [-0.7376, -1.2173, -0.2824]], "homo_ev": [-0.64, -0.54], "multiplicity": 5, "total_charge": -1, "molar_mass_da": 610.0, "lumo_ev": [2.68, 2.68], "s2": 6.0391, "e_tot_ev": -72953.0099}